Entry 1:
49
Properties=species:S:1:pos:R:3:forces:R:3:mulliken_spin:R:1 method="wB97M-V/def2-TZVPD" s_squared=2.029 spin_multiplicity=3 charge=+2 mol_weight_g_mol=599.592 energy_ha=-1594.23873 e_above_lowest_kj_mol=87.6 gap_ha="0.259 / 0.124"
Pd 2.1481 -1.8122 -0.4461 -0.460 -0.109 -0.474 0.59
C 1.7722 -0.4496 1.0637 1.411 3.336 5.455 -0.02
O 2.0040 0.1721 2.0144 -0.433 -2.434 -3.154 0.00
C 4.1068 -1.7443 -0.2802 4.637 0.261 0.802 0.10
O 5.1906 -1.5244 0.0252 -3.175 -0.635 -0.939 -0.01
C 2.0526 -0.4265 -1.9597 0.720 0.811 -1.921 0.10
O 2.2134 0.4311 -2.6858 -0.309 -1.203 0.974 -0.01
C 1.8776 -3.3714 0.8759 0.285 -4.424 3.980 0.06
O 1.9508 -4.1421 1.7507 -0.403 3.770 -4.146 0.01
C 2.1026 -5.4552 -4.2217 -0.052 0.324 0.352 0.00
H 1.4955 -6.1335 -3.5999 0.379 0.256 -0.503 0.00
H 1.5525 -4.7650 -4.8823 0.344 -0.533 0.232 0.00
C 3.4301 -5.3961 -4.0996 -0.037 0.323 0.346 0.00
H 4.0288 -4.6553 -4.6545 -0.335 -0.564 0.175 0.00
H 3.9716 -6.0234 -3.3725 -0.305 0.230 -0.567 0.00
C 1.3427 4.5766 0.9009 -0.331 -0.168 0.089 0.04
C 2.1565 3.6830 0.1989 -0.091 -0.922 -0.110 0.03
C 1.6849 2.3875 -0.1060 0.519 0.823 -0.402 -0.02
C 0.4080 2.0111 0.2736 -0.463 -1.141 -0.222 0.16
C -0.4083 2.8937 0.9747 -0.552 0.714 0.179 0.04
C 0.0548 4.1865 1.2887 0.089 -0.519 -0.076 -0.02
Sb -0.4000 -0.0789 -0.3064 -1.125 0.884 0.391 0.13
C -1.0236 -0.9434 1.6081 0.261 0.541 -0.761 0.01
C -1.2925 -2.3102 1.6683 -0.168 -0.323 0.206 0.01
C -1.7034 -2.8762 2.8875 0.128 0.266 -0.096 0.00
C -1.8101 -2.0695 4.0305 0.063 0.138 -0.396 0.00
C -1.4926 -0.7058 3.9559 0.144 0.033 -0.242 0.00
C -1.0708 -0.1392 2.7420 -0.526 -0.004 0.531 0.01
C -2.0200 1.1314 -1.0236 0.929 -1.449 1.592 0.28
C -3.1356 1.2540 -0.1999 -1.698 1.333 -0.099 0.01
C -4.0904 2.2199 -0.5598 0.484 -1.713 1.420 0.13
C -3.8864 3.0168 -1.6961 0.237 0.349 -0.781 0.23
C -2.7259 2.8897 -2.4778 1.022 -0.634 -0.380 -0.01
C -1.7588 1.9350 -2.1345 -0.835 1.894 -1.203 0.15
H 1.7122 5.5689 1.1541 -0.106 -0.208 -0.120 0.00
H 3.1724 3.9457 -0.1085 -0.397 0.038 0.182 0.00
H 2.3307 1.7033 -0.6602 -0.115 0.419 0.285 0.01
H -1.4267 2.6134 1.2722 0.490 0.159 -0.121 0.00
H -0.6083 4.8621 1.8373 0.348 -0.203 -0.206 0.00
H -1.1836 -2.9493 0.7812 -0.206 0.271 0.355 0.00
H -1.9457 -3.9419 2.9310 0.119 0.409 0.034 0.00
H -2.1427 -2.5005 4.9758 0.111 0.123 -0.296 0.00
H -1.5709 -0.0620 4.8352 0.049 -0.314 -0.229 0.00
H -0.8143 0.9268 2.6974 -0.107 -0.523 0.081 0.00
H -3.2464 0.6460 0.7106 -0.045 0.277 -0.574 0.00
H -4.9852 2.3156 0.0567 0.174 0.168 -0.298 0.00
H -4.6422 3.7439 -1.9808 0.126 -0.052 0.068 0.00
H -2.5618 3.5087 -3.3626 -0.210 -0.087 0.373 0.00
H -0.8130 1.8534 -2.6917 -0.586 0.011 0.212 0.00

Entry 2:
77
Properties=species:S:1:pos:R:3:forces:R:3:mulliken_charge:R:1 method="wB97M-V/def2-TZVPD" mol_weight_g_mol=566.521 energy_ha=-2448.86710 e_above_lowest_kj_mol=0.0 smiles="COCc1ccc2c(c1)C(=O)C=CC2=O.CCOP(=O)(OCC)OCC.CCOP(=O)(OCC)OCC" gap_ha=0.318
C 5.9493 -0.4311 0.0089 -0.388 -0.301 -0.334 -0.63
O 6.3390 0.9175 -0.1329 0.182 0.045 0.210 -0.37
C 5.6469 1.5715 -1.1708 -0.712 0.665 0.054 -1.14
C 4.1369 1.6192 -0.9395 0.935 -0.447 -0.487 0.86
C 3.5769 2.5837 -0.1101 -0.473 -0.403 -0.187 -0.74
C 2.2038 2.5659 0.0964 0.296 0.382 0.358 -0.65
C 1.4132 1.6031 -0.5082 -0.525 -0.505 -0.196 0.17
C 1.9822 0.6365 -1.3375 0.307 -0.176 -0.116 0.34
C 3.3552 0.6496 -1.5572 -0.432 0.371 0.300 -0.37
C 1.1744 -0.4549 -1.9872 0.161 0.799 0.476 0.46
O 1.7118 -1.2474 -2.7213 -0.229 -0.436 -0.241 -0.61
C -0.2794 -0.4767 -1.6793 0.344 -0.282 -0.211 -0.67
C -0.8316 0.4535 -0.9097 -0.415 0.124 0.155 -0.74
C -0.0660 1.5539 -0.2642 0.824 0.111 -0.182 0.44
O -0.5965 2.3827 0.4355 -0.517 0.068 0.174 -0.56
H 4.9581 -0.5442 0.4660 0.023 0.184 -0.054 0.24
H 6.6470 -0.9788 0.6397 0.251 0.305 -0.094 0.28
H 5.9032 -0.8926 -0.9874 0.098 -0.205 0.162 0.30
H 5.8555 1.1317 -2.1550 0.030 -0.221 0.141 0.41
H 5.9834 2.6104 -1.2072 0.345 -0.166 0.155 0.44
H 4.1971 3.3261 0.3765 0.018 -0.034 -0.031 0.48
H 1.7672 3.3014 0.7615 -0.200 -0.090 -0.114 0.59
H 3.7902 -0.1071 -2.1975 0.028 0.056 0.003 0.51
H -0.8465 -1.2907 -2.1186 -0.048 0.101 -0.007 0.50
H -1.8987 0.4486 -0.7135 0.061 0.039 0.072 0.45
O -3.4754 -3.7636 -3.6741 1.995 -3.286 1.226 -0.78
P -3.4566 -4.3840 -5.0374 -4.141 6.767 -4.122 1.19
O -2.7771 -3.1315 -5.8715 0.227 -0.558 0.280 -0.41
C -1.3780 -2.9066 -5.7664 0.278 -0.106 -0.036 -0.16
C -0.5778 -3.9658 -6.5074 0.030 -0.061 0.063 -1.05
O -5.0394 -4.1335 -5.4215 -0.032 -0.955 0.331 -0.35
C -6.0307 -3.9632 -4.4096 -0.089 0.295 0.151 -0.34
C -6.2660 -2.4948 -4.1128 -0.043 0.158 -0.136 -1.14
O -3.3680 -5.2871 -6.4330 1.844 -2.218 2.398 -0.27
C -3.3946 -6.7279 -6.3178 -0.228 -0.219 -0.067 -0.32
C -4.7022 -7.2407 -5.7442 -0.069 0.124 0.104 -1.04
H -1.0827 -2.8689 -4.7125 0.002 0.049 -0.008 0.15
H -1.1758 -1.9282 -6.2018 -0.167 0.030 0.013 0.35
H -0.6743 -4.9424 -6.0249 0.062 0.007 0.001 0.21
H 0.4808 -3.7033 -6.5250 -0.007 0.012 0.035 0.44
H -0.9353 -4.0712 -7.5310 0.001 0.051 -0.006 0.25
H -5.7625 -4.5105 -3.5055 0.119 0.086 0.014 0.35
H -6.9517 -4.4121 -4.7880 0.078 -0.034 -0.137 0.38
H -5.3289 -1.9622 -3.9546 0.060 -0.143 0.125 0.29
H -6.8928 -2.3741 -3.2279 -0.014 -0.011 -0.014 0.36
H -6.7641 -2.0150 -4.9569 -0.030 -0.022 0.014 0.29
H -2.5517 -7.0550 -5.7033 0.034 -0.054 -0.095 0.30
H -3.2446 -7.1231 -7.3214 0.036 0.177 -0.050 0.35
H -4.8267 -6.9338 -4.7012 0.011 -0.042 -0.004 0.29
H -4.7318 -8.3301 -5.7777 0.048 0.003 -0.005 0.42
H -5.5499 -6.8437 -6.3008 0.028 -0.017 -0.047 0.24
O 2.3960 4.0135 5.2323 -0.495 -3.001 -1.012 -0.78
P 1.0656 3.7943 5.8548 -1.188 5.646 3.253 1.09
O 0.0833 4.9114 5.2064 0.163 -0.820 0.042 -0.32
C -0.3017 4.7750 3.8352 -0.145 -0.071 -0.317 -0.30
C -1.2890 3.6435 3.6158 0.026 -0.092 0.086 -0.87
O 1.2827 4.4379 7.3447 -0.035 -0.598 -0.155 -0.36
C 2.5890 4.7165 7.8449 0.211 0.270 -0.013 -0.30
C 2.9835 6.1560 7.5794 -0.113 0.176 0.050 -1.16
O -0.1458 2.8476 6.4281 1.609 -1.487 -1.966 -0.29
C 0.1447 1.4516 6.6637 0.074 -0.253 0.196 -0.29
C 1.1896 1.2528 7.7452 0.132 0.182 0.010 -1.06
H 0.5897 4.6340 3.2163 0.008 0.037 0.035 0.22
H -0.7581 5.7213 3.5474 0.067 0.058 0.140 0.33
H -0.8203 2.6723 3.7943 -0.028 -0.001 -0.080 0.16
H -1.6581 3.6538 2.5904 0.071 -0.004 -0.017 0.38
H -2.1334 3.7290 4.2997 0.007 0.061 0.004 0.28
H 3.3209 4.0240 7.4285 -0.044 0.045 -0.151 0.34
H 2.5617 4.5365 8.9218 -0.164 -0.031 -0.018 0.37
H 2.8015 6.4366 6.5426 0.099 -0.170 -0.068 0.30
H 4.0385 6.3169 7.8073 -0.008 -0.008 0.016 0.35
H 2.3897 6.8302 8.1991 0.023 -0.013 0.022 0.29
H 0.4681 0.9886 5.7276 -0.061 -0.030 0.009 0.30
H -0.7933 0.9835 6.9574 -0.084 0.176 -0.050 0.36
H 2.1658 1.6319 7.4290 -0.017 -0.047 -0.018 0.29
H 1.3014 0.1931 7.9767 -0.033 -0.006 -0.038 0.42
H 0.9130 1.7886 8.6524 -0.068 -0.036 0.004 0.25

Entry 3:
12
Properties=species:S:1:pos:R:3:forces:R:3:nbo_charge:R:1 method="wB97M-V/def2-TZVPD" mol_weight_g_mol=307.900 energy_ha=-751.32832 e_above_lowest_kj_mol=58.6 gap_ha=0.325
C -0.9945 1.1271 -1.1712 2.189 -0.900 0.665 -0.36
C 0.1245 0.4171 -1.0257 -0.572 0.334 -2.388 -0.21
C 0.8228 0.2932 0.2571 -0.237 -4.293 -0.084 -0.46
C 0.2348 -1.0195 1.0508 0.496 -0.235 -2.609 -0.52
I -1.8785 -1.5247 0.6826 0.654 0.265 0.468 0.11
I 0.7734 -1.3146 3.0635 0.105 0.264 -0.137 0.18
H -1.4678 1.0529 -2.1044 -1.041 0.499 -0.800 0.21
H -1.2601 1.6764 -0.3193 -1.261 0.991 0.678 0.19
H 0.3641 -0.0701 -2.0057 0.677 -0.217 1.458 0.21
H 0.6715 1.0369 0.8998 -0.839 3.628 2.190 0.21
H 1.8918 0.1124 0.2519 0.195 -0.108 -0.400 0.23
H 0.7182 -1.7869 0.4206 -0.365 -0.229 0.959 0.20

Entry 4:
48
Properties=species:S:1:pos:R:3:forces:R:3:nbo_charge:R:1 method="wB97M-V/def2-TZVPD" mol_weight_g_mol=344.484 energy_ha=-1392.81729 e_above_lowest_kj_mol=0.0 smiles="CCN(CC)C(=S)Nc1ccc2nc3n(c(=O)c2c1)CCCCC3" gap_ha=0.305
C 0.8942 2.8286 -2.0598 0.212 -0.042 0.057 -0.62
H 0.8994 3.8964 -2.2617 -0.043 0.105 -0.051 0.20
H 0.2718 2.6394 -1.1907 -0.064 0.021 -0.023 0.22
H 0.4527 2.3236 -2.9151 -0.086 -0.019 -0.100 0.22
C 2.3094 2.2965 -1.8490 -0.391 -0.165 -0.284 -0.22
N 3.0287 2.9375 -0.7612 -0.037 -0.333 0.329 -0.43
C 3.5807 2.2396 0.2541 0.252 0.125 0.016 0.30
S 4.8548 2.7960 1.1525 0.394 0.085 0.412 -0.24
N 3.0943 0.9807 0.5330 0.287 -0.347 -0.196 -0.63
C 1.7526 0.6345 0.7214 -0.509 -0.281 -0.034 0.13
C 1.3902 -0.7015 0.6992 0.033 0.189 -0.037 -0.18
C 0.0628 -1.0673 0.9079 -0.180 0.533 0.130 -0.20
C -0.9169 -0.0892 1.1456 0.711 -0.375 -0.164 0.23
C -0.5327 1.2567 1.1904 0.089 -0.120 -0.031 -0.21
C 0.7784 1.6095 0.9873 0.033 -0.100 0.155 -0.22
H 1.0821 2.6433 1.0621 -0.010 0.083 -0.018 0.23
H -1.2848 1.9994 1.4043 -0.096 0.078 0.021 0.23
N -2.2238 -0.4281 1.3496 -0.637 0.165 0.110 -0.51
C -2.5603 -1.6687 1.3330 -0.232 0.548 0.235 0.48
N -1.6862 -2.6984 1.1183 0.293 0.051 0.031 -0.43
C -0.3262 -2.4714 0.8852 0.081 -0.109 -0.016 0.67
O 0.4382 -3.3967 0.6864 0.158 0.034 -0.048 -0.61
C -2.1275 -4.0819 1.1053 0.045 -0.558 -0.195 -0.24
C -3.0144 -4.4102 -0.0955 -0.190 -0.073 0.228 -0.41
C -4.4780 -4.0331 0.1136 0.132 0.164 -0.294 -0.39
C -4.6966 -2.5349 0.3021 -0.101 -0.265 0.172 -0.39
H -5.7692 -2.3505 0.3877 0.018 0.066 -0.040 0.22
H -4.3383 -1.9927 -0.5754 -0.054 0.061 -0.055 0.20
C -4.0099 -1.9742 1.5537 -0.162 -0.027 -0.161 -0.46
H -4.4758 -1.0279 1.8293 0.147 -0.094 0.045 0.25
H -4.1312 -2.6716 2.3852 -0.041 -0.016 0.066 0.21
H -5.0540 -4.3668 -0.7522 -0.054 -0.057 0.045 0.21
H -4.8626 -4.5649 0.9878 -0.052 -0.044 0.020 0.19
H -2.9528 -5.4843 -0.2794 0.054 -0.003 -0.039 0.22
H -2.6189 -3.9007 -0.9768 0.066 -0.048 -0.051 0.21
H -2.6454 -4.3119 2.0403 0.063 0.008 -0.028 0.20
H -1.2108 -4.6762 1.0570 -0.251 0.141 0.110 0.26
H 2.1213 -1.4773 0.5274 0.088 -0.066 -0.075 0.24
H 3.7552 0.4095 1.0444 -0.076 0.290 -0.013 0.42
C 3.5072 4.2841 -1.0169 0.219 0.393 -0.036 -0.22
C 4.7816 4.3233 -1.8566 -0.180 -0.114 0.097 -0.63
H 5.0883 5.3553 -2.0005 0.045 0.123 -0.065 0.22
H 5.5787 3.7932 -1.3431 0.051 -0.006 0.011 0.23
H 4.6272 3.8689 -2.8325 0.005 0.001 -0.140 0.20
H 2.7089 4.8346 -1.5182 -0.010 -0.029 0.043 0.19
H 3.7041 4.7535 -0.0505 -0.127 -0.009 -0.146 0.24
H 2.8847 2.4529 -2.7693 0.007 -0.092 0.087 0.20
H 2.2688 1.2235 -1.6595 0.101 0.126 -0.080 0.22

Entry 5:
18
Properties=species:S:1:pos:R:3:forces:R:3:mulliken_spin:R:1 method="wB97M-V/def2-TZVPD" s_squared=0.760 spin_multiplicity=2 mol_weight_g_mol=99.157 energy_ha=-306.51350 e_above_lowest_kj_mol=8.5 gap_ha="0.239 / 0.344"
C 1.9357 2.3158 0.8664 0.104 -0.076 -0.121 0.00
C 1.4885 1.0892 1.0893 -0.361 0.113 0.072 0.01
N 0.1692 0.7754 1.5338 0.690 0.246 0.396 0.00
H 1.3195 3.1923 1.0253 -0.013 -0.013 0.114 0.00
H 2.9361 2.4755 0.4916 -0.038 -0.028 -0.090 0.00
H 2.0822 0.2111 0.8647 0.104 0.028 0.118 0.00
H -0.3365 1.6179 1.7790 -0.065 -0.007 0.027 0.00
H 0.2159 0.1790 2.3538 -0.171 -0.059 -0.101 0.00
C -0.9999 -1.7713 -0.9864 0.364 0.635 0.670 -0.09
C -0.6210 -2.6847 -0.0781 -0.230 -0.035 -0.554 0.18
C -1.1433 0.4598 -1.8198 -0.231 0.829 -0.745 0.72
N -0.8400 -0.4037 -0.8233 0.088 -1.028 0.333 0.15
H -1.4604 -2.0380 -1.9291 -0.017 -0.154 0.010 0.00
H -0.1318 -2.4064 0.8441 -0.019 -0.034 0.065 0.01
H -0.7993 -3.7262 -0.2975 0.074 -0.044 0.170 0.00
H -1.0134 1.5252 -1.7164 0.101 -0.108 0.296 0.02
H -1.4773 0.0804 -2.7735 0.015 -0.133 0.096 0.02
H -0.4790 -0.0618 0.0892 -0.394 -0.131 -0.757 -0.01